1.
This record from OMol25 describes C22H59BeF6N5O9P as an isolated structure in a non-equilibrium geometry. The level of theory is ωB97M-V/def2-TZVPD.

Geometry as XYZ:
```
103
Properties=species:S:1:pos:R:3
Be 0.3668 0.9162 0.3915
C -1.8923 -1.0318 0.0681
O -2.5941 -2.0458 -0.1632
O -1.6682 -0.5125 1.1819
O -1.3389 -0.6343 -0.9048
P -0.3487 2.5517 -3.1985
F 1.1704 2.5033 -3.8169
F -0.8224 2.5262 -4.7600
F -0.2575 0.9153 -3.4205
F -1.8920 2.4126 -2.6054
F 0.1726 2.4670 -1.6750
F -0.2656 4.2228 -2.9732
C 1.6634 -2.5615 -4.8410
C 0.2109 -2.3327 -4.6898
C -0.6793 -3.3129 -5.3922
O -2.0329 -2.9732 -5.0116
C -2.9832 -3.5705 -5.8788
N -0.0805 -2.2660 -3.2799
H 1.9458 -3.4770 -4.3212
H 2.2061 -1.7159 -4.4183
H 2.0137 -2.8567 -5.8300
H 0.0204 -1.3490 -5.1189
H -0.4539 -4.3427 -5.1152
H -0.6391 -3.1971 -6.4753
H -2.8864 -3.2245 -6.9079
H -3.8809 -3.0813 -5.5008
H -3.0625 -4.6511 -5.7599
H 0.5968 -1.6665 -2.8303
H 0.1436 -3.1854 -2.9269
C 4.1263 0.6649 -2.5078
C 2.8273 0.3732 -1.7613
C 2.8066 -1.0900 -1.1339
O 1.4756 -1.3880 -0.7240
C 1.3684 -2.6443 -0.0659
N 2.6136 1.4241 -0.7692
H 4.9529 0.7748 -1.8059
H 4.0351 1.5885 -3.0794
H 4.3956 -0.2001 -3.1140
H 2.1016 0.3625 -2.5745
H 3.5244 -1.1343 -0.3148
H 3.1493 -1.7984 -1.8880
H 1.8396 -3.4058 -0.6873
H 0.3230 -2.9200 0.0727
H 1.8821 -2.7069 0.8935
H 2.9187 2.2355 -1.2877
H 3.4590 1.2941 -0.2320
C 1.1486 5.5927 1.7515
C 0.4116 4.1975 1.5147
C -0.8932 4.1707 0.6834
O -1.3145 2.8734 0.5851
C -2.5336 2.6638 1.2553
N 1.4074 3.3229 0.9203
H 2.0912 5.4918 2.2895
H 0.5085 6.3126 2.2615
H 1.3692 6.1436 0.8372
H 0.1469 3.8571 2.5157
H -0.5888 4.5541 -0.2905
H -1.4445 5.0321 1.0605
H -2.9494 1.6906 0.9945
H -3.3499 3.3512 1.0337
H -2.3924 2.5834 2.3332
H 2.2445 3.3884 1.4816
H 1.7095 3.6999 0.0334
C -4.5604 -1.6646 2.9003
C -3.5969 -2.6667 3.5218
C -4.3410 -4.0177 3.8641
O -4.8270 -4.5089 2.4775
C -6.0077 -5.2936 2.5570
N -2.4592 -2.9386 2.6009
H -5.5087 -1.8427 3.4073
H -4.7531 -1.9241 1.8593
H -4.3569 -0.5972 2.9869
H -3.2276 -2.2360 4.4525
H -5.0752 -3.9828 4.6690
H -3.5556 -4.6504 4.2775
H -6.8664 -4.6708 2.8076
H -5.9468 -6.1257 3.2584
H -6.2504 -5.7302 1.5882
H -2.2143 -2.0371 2.2171
H -1.6993 -3.0794 3.2512
C 0.1424 -0.0994 4.9875
C 0.8479 0.5893 3.9267
C 1.6976 -0.3869 3.0593
O 2.3244 0.2746 1.9945
C 3.5276 1.0392 2.3017
N -0.1864 1.1842 3.1185
H -0.2633 -1.0966 4.8168
H -0.6921 0.5162 5.3234
H 0.7287 -0.3252 5.8782
H 1.5855 1.2984 4.3024
H 1.0989 -1.2083 2.6655
H 2.4734 -0.7583 3.7288
H 3.7009 1.8936 1.6475
H 4.3268 0.2982 2.3164
H 3.4254 1.4376 3.3111
H -0.8219 0.4454 2.8533
H -0.6961 1.7351 3.7944
C 4.5705 4.3308 -0.9142
O 3.1879 4.4047 -1.2553
H 4.7662 4.1490 0.1426
H 5.0364 3.4657 -1.3860
H 5.1076 5.2202 -1.2437
H 3.2560 4.6764 -2.1736
```

Output
**Gap between HOMO and LUMO**: 4.262 eV
**Energy**: -2779.8253 a.u.
**Largest force on an atom**: 0.1934 hartree/bohr
**Total charge**: -1

---

2.
This record from OMol25 describes C22H59BrN5O8V as an isolated structure in a non-equilibrium geometry. The level of theory is ωB97M-V/def2-TZVPD.

Geometry as XYZ:
```
96
Properties=species:S:1:pos:R:3
O 1.2318 1.9633 1.2561
V 1.4976 0.5401 0.4794
O 0.0785 -0.1128 0.0148
Br 2.6113 1.5834 -1.7770
C 0.8275 -0.2346 3.7690
O 1.0478 -0.7382 2.4429
C 1.3737 -2.1222 2.4585
C 1.4266 -2.6241 1.0162
N 2.2909 -1.9487 0.0585
C 1.9998 -2.4019 -1.3090
C 2.5206 -3.8079 -1.6918
O 3.8984 -3.8422 -1.3649
C 4.4421 -5.0375 -1.8878
H -0.0139 -0.6576 4.3179
H 0.8452 0.8495 3.6571
H 1.6830 -0.4153 4.4198
H 0.5226 -2.5960 2.9477
H 2.3033 -2.3643 2.9735
H 0.4001 -2.4943 0.6733
H 1.6286 -3.6952 1.0070
H 3.2318 -2.2824 0.2120
H 2.5517 -1.6844 -1.9161
H 0.9433 -2.2778 -1.5470
H 2.3707 -3.9376 -2.7636
H 1.9564 -4.5826 -1.1725
H 5.5240 -4.9069 -1.8648
H 4.3016 -5.2234 -2.9526
H 4.1479 -5.9259 -1.3290
C -2.2154 -0.0049 -5.6546
C -3.2736 -0.8669 -5.0828
C -3.8344 -0.1861 -3.7530
O -3.0023 -0.2001 -2.5949
C -2.3939 -1.4363 -2.2000
N -4.2601 -1.0027 -6.1105
H -1.3161 0.0461 -5.0408
H -2.5302 1.0172 -5.8653
H -1.7429 -0.2955 -6.5928
H -2.8951 -1.8795 -4.9436
H -4.7213 -0.7955 -3.5793
H -4.1945 0.8179 -3.9776
H -3.0622 -2.2956 -2.1445
H -1.9518 -1.3586 -1.2067
H -1.5473 -1.6579 -2.8497
H -4.3806 -0.0795 -6.5019
H -3.7565 -1.6014 -6.7493
C -3.8234 1.4717 3.2635
C -3.5288 -0.0163 3.3728
C -4.7346 -0.9762 3.5115
O -5.6081 -0.6112 4.5237
C -5.1370 -1.0925 5.7832
N -2.8294 -0.3752 2.1077
H -4.6164 1.5809 2.5237
H -2.9654 2.0790 2.9753
H -4.1894 1.8529 4.2168
H -2.9376 -0.1721 4.2752
H -4.3919 -2.0109 3.5136
H -5.2929 -0.9188 2.5771
H -5.1427 -2.1808 5.7214
H -5.7552 -0.7305 6.6048
H -4.1273 -0.7555 6.0177
H -3.4113 -0.1703 1.3080
H -2.0437 0.2435 1.9661
C -2.5829 3.1503 -3.4062
C -1.2609 2.9607 -2.7127
C -1.3182 3.1134 -1.1745
O -1.8180 4.4182 -0.7731
C -1.9132 4.5447 0.6661
N -0.6813 1.6661 -3.0781
H -2.5454 2.8608 -4.4564
H -2.8681 4.1961 -3.2920
H -3.4213 2.6483 -2.9234
H -0.5781 3.7018 -3.1284
H -0.3854 2.8723 -0.6647
H -1.9271 2.2992 -0.7814
H -2.6343 3.8371 1.0754
H -2.3024 5.5210 0.9548
H -0.8850 4.4069 1.0005
H -1.3841 0.9758 -2.8551
H 0.0659 1.4302 -2.4408
C 3.9179 2.4571 2.8072
C 4.3535 1.5762 1.6204
C 5.8285 1.3433 1.7867
O 6.3681 0.7871 0.5543
C 7.7665 0.5053 0.6934
N 3.6581 0.3094 1.4360
H 4.0024 1.9200 3.7520
H 2.8819 2.7950 2.7824
H 4.4803 3.3898 2.7640
H 4.3269 2.1580 0.6991
H 6.0266 0.6122 2.5706
H 6.3342 2.2877 1.9877
H 8.1246 0.2310 -0.2989
H 7.9101 -0.3651 1.3336
H 8.2998 1.3687 1.0912
H 4.0994 -0.1908 0.6776
H 4.0314 -0.2488 2.1904
```

Output
**Gap between HOMO and LUMO**: 7.743 eV
**Energy**: -5267.2358 a.u.
**Largest force on an atom**: 0.0630 hartree/bohr
**Total charge**: 0

---

3.
This record from OMol25 describes C22H60BF10NO15S2V as an isolated structure in a non-equilibrium geometry. The level of theory is ωB97M-V/def2-TZVPD.

Geometry as XYZ:
```
112
Properties=species:S:1:pos:R:3
O -20.3442 -8.8383 -5.2612
V -19.1433 -7.8817 -5.2433
B -19.2186 -8.1935 -2.3549
F -19.8967 -9.2995 -1.9442
F -18.2956 -7.5854 -1.5796
F -18.4017 -8.7412 -3.6166
F -20.0507 -7.2845 -2.9967
C -22.0934 -7.0069 -7.5428
F -22.5373 -6.4322 -8.6582
F -23.1172 -7.0312 -6.6493
F -21.6141 -8.1847 -7.8095
S -20.6877 -5.9119 -6.8595
O -20.7806 -4.6198 -7.4876
O -20.8141 -6.1364 -5.4238
N -19.3088 -6.7214 -7.1593
S -18.7453 -6.5996 -8.5974
O -17.4554 -7.2952 -8.6570
O -19.7615 -6.7052 -9.6098
C -18.0937 -4.8601 -8.7611
F -17.0729 -5.0375 -9.5942
F -18.9885 -4.0669 -9.2826
F -17.5477 -4.2860 -7.6942
C -18.8958 -13.0629 -2.8579
C -19.7910 -12.2420 -3.7538
O -19.8308 -12.6986 -5.1277
H -19.0392 -12.8007 -1.8335
H -17.8811 -12.7921 -3.0571
H -19.1596 -14.1381 -2.9907
H -19.4432 -11.2319 -3.8472
H -20.8051 -12.1827 -3.4513
H -19.3756 -13.5225 -5.2120
C -18.3903 -11.4480 -10.2453
C -18.7127 -10.0394 -9.7360
O -18.7393 -10.1088 -8.2776
H -18.3072 -11.4024 -11.3247
H -19.1721 -12.0914 -9.8695
H -17.4944 -11.8049 -9.8337
H -19.7032 -9.6634 -10.1495
H -17.9471 -9.2919 -9.9813
H -19.6249 -10.5109 -7.9575
C -13.9700 -7.3495 -10.5871
C -14.2850 -6.4117 -9.4881
O -14.8285 -7.1285 -8.3352
H -13.6383 -6.8123 -11.4198
H -14.8417 -7.9646 -10.8807
H -13.1838 -8.0261 -10.2308
H -15.0189 -5.6627 -9.8550
H -13.3892 -5.8831 -9.1313
H -15.7496 -6.9635 -8.3732
C -19.2916 -2.6475 -4.4134
C -18.3115 -2.9165 -3.3679
O -18.0786 -4.2925 -3.1551
H -19.0521 -3.0858 -5.3858
H -19.3904 -1.5587 -4.4862
H -20.3187 -3.0108 -4.2040
H -18.6140 -2.4636 -2.3863
H -17.2843 -2.5916 -3.6648
H -18.7977 -4.5992 -2.5752
C -16.0142 -4.6482 -5.4095
C -16.5390 -6.0267 -5.3478
O -17.8784 -6.0999 -4.9749
H -15.8767 -4.3794 -4.4080
H -16.7864 -4.0271 -5.7684
H -15.0876 -4.5246 -5.9450
H -15.8731 -6.7576 -4.7696
H -16.5046 -6.3993 -6.3945
H -18.1266 -5.3330 -4.3545
C -24.7256 -8.0919 -2.0066
C -23.7856 -8.0967 -3.2480
O -23.4065 -6.7863 -3.5809
H -25.2883 -9.0572 -1.9199
H -25.4627 -7.3135 -2.2393
H -24.2709 -7.8915 -1.0783
H -24.4371 -8.3716 -4.0144
H -22.9729 -8.7949 -3.1080
H -22.6146 -6.7607 -4.1147
C -26.2311 -9.2226 -7.9754
C -27.3115 -9.4225 -6.9123
O -26.5588 -9.8238 -5.8192
H -25.6229 -10.1180 -8.2116
H -25.5714 -8.3811 -7.7320
H -26.7977 -9.0201 -8.9000
H -28.0232 -10.1004 -7.3585
H -27.8166 -8.4576 -6.7056
H -27.1108 -9.9874 -5.0520
C -22.9312 -10.7286 -6.2136
C -22.3126 -11.1241 -7.5295
O -20.8735 -11.3387 -7.4421
H -23.9824 -10.5420 -6.2676
H -22.5345 -9.8077 -5.8968
H -22.6928 -11.4664 -5.4972
H -22.4791 -10.3937 -8.3351
H -22.7689 -11.9614 -8.0240
H -20.6073 -11.9109 -6.6549
C -16.0268 -10.2951 -7.0481
C -16.7831 -9.8415 -5.7800
O -17.7069 -8.7715 -6.3047
H -15.2791 -10.9831 -6.6777
H -15.5140 -9.5119 -7.6129
H -16.7984 -10.7865 -7.6793
H -16.1270 -9.3123 -5.0725
H -17.2668 -10.6510 -5.2480
H -18.1025 -9.1265 -7.1888
C -21.3455 -3.4271 -0.0411
C -21.4567 -4.7489 -0.7521
O -20.1848 -5.0124 -1.4632
H -20.4423 -3.4885 0.6195
H -22.2684 -3.4442 0.5483
H -21.2509 -2.5659 -0.6852
H -22.1426 -4.8252 -1.5777
H -21.7426 -5.5761 -0.0704
H -20.2025 -5.9468 -1.7990
```

Output
**Gap between HOMO and LUMO (spin up / spin down)**: 9.514 / 9.924 eV
**Energy**: -4821.6425 a.u.
**Largest force on an atom**: 0.0742 hartree/bohr
**Multiplicity**: 2
**Total charge**: 0

---

4.
This record from OMol25 describes C22H60F6NO24S2Tl as an isolated structure in a non-equilibrium geometry. The level of theory is ωB97M-V/def2-TZVPD.

Geometry as XYZ:
```
116
Properties=species:S:1:pos:R:3
Tl 0.2117 -4.3611 -0.8893
C -2.0025 -0.0113 -0.0599
F -1.8232 -0.5633 1.1820
F -3.1318 -0.4283 -0.6367
F -1.9657 1.3130 0.0371
S -0.6014 -0.6142 -1.2181
O -1.2774 -1.6281 -2.0071
O -0.1308 0.5769 -2.0033
N 0.5635 -1.4928 -0.2593
S 1.5233 -0.3295 0.0663
O 2.4651 0.0667 -0.9532
O 0.9031 0.7374 0.8759
C 2.7937 -1.0760 1.3433
F 3.6530 -0.1754 1.7747
F 2.1562 -1.5175 2.4198
F 3.4759 -2.0726 0.8196
C 5.6473 -0.0155 -1.8208
C 7.0568 -0.5384 -2.2770
O 7.9705 0.4224 -2.7067
O 5.8953 1.0857 -0.9602
H 4.9253 -0.7168 -1.4025
H 5.1712 0.2562 -2.7630
H 6.9315 -1.2939 -3.0527
H 7.5086 -0.9706 -1.3842
H 8.7156 -0.1113 -2.9923
H 6.5427 1.5903 -1.4580
C -6.7095 0.7302 -1.6255
C -5.4794 1.1437 -2.4163
O -5.6265 2.3614 -3.1147
O -6.9582 1.7775 -0.6805
H -6.6139 -0.1990 -1.0636
H -7.6209 0.6751 -2.2208
H -5.0982 0.3716 -3.0845
H -4.6001 1.2319 -1.7782
H -5.8625 3.0006 -2.4384
H -7.7371 1.5615 -0.1626
C -2.4479 -3.9650 2.0135
C -1.1813 -3.6282 2.8326
O -0.0079 -3.6589 2.0957
O -2.3946 -3.6872 0.6225
H -3.2573 -3.3473 2.4025
H -2.6456 -5.0345 2.0854
H -1.2124 -4.3728 3.6281
H -1.2741 -2.6192 3.2342
H 0.7152 -3.4260 2.6826
H -3.3037 -3.6922 0.3139
C -3.2405 -6.4178 -1.2207
C -3.1868 -5.6985 -2.5334
O -2.5366 -4.4783 -2.3045
O -1.9745 -6.8970 -0.8212
H -3.8883 -7.2717 -1.4187
H -3.7723 -5.7726 -0.5214
H -4.1780 -5.4464 -2.9102
H -2.6269 -6.2081 -3.3176
H -3.0369 -3.7534 -2.6863
H -2.1193 -7.3473 0.0142
C -5.6016 -0.3662 2.8502
C -5.5714 1.0149 2.1109
O -4.6296 1.9369 2.7339
O -6.1148 -0.1776 4.1033
H -4.6070 -0.8113 2.8236
H -6.1773 -1.1009 2.2872
H -6.5362 1.5072 1.9890
H -5.2422 0.7312 1.1112
H -4.2683 2.4902 2.0376
H -5.4037 0.2269 4.6056
C 1.9632 -2.1569 -3.6131
C 3.1480 -2.9548 -2.9999
O 3.0121 -3.3908 -1.6555
O 0.7501 -2.9454 -3.5529
H 2.1436 -1.9155 -4.6606
H 1.5831 -1.2788 -3.0910
H 3.9904 -2.2644 -3.0414
H 3.3584 -3.7507 -3.7143
H 3.8979 -3.7373 -1.5255
H 0.2043 -2.6581 -4.2886
C 3.5570 3.2150 1.4588
C 3.6542 3.8843 0.0849
O 2.7213 4.8559 0.0187
O 4.0790 3.9617 2.4854
H 4.0219 2.2380 1.3264
H 2.5230 2.9384 1.6650
H 3.7169 3.1479 -0.7162
H 4.6092 4.4097 0.0936
H 2.4570 5.0913 0.9111
H 4.1061 3.4283 3.2831
C 1.3625 2.6713 -4.8124
C 2.0395 1.3290 -4.4752
O 3.2434 1.1608 -5.2608
O 2.1146 3.7425 -4.3754
H 0.3606 2.8210 -4.4100
H 1.2979 2.6658 -5.9004
H 1.3939 0.4807 -4.7025
H 2.3171 1.2557 -3.4237
H 3.7437 1.9701 -5.1329
H 1.6773 4.1287 -3.6130
C 2.6830 1.5019 4.3811
C 2.4100 0.1179 4.9721
O 2.9211 -0.0306 6.2707
O 4.0785 1.7786 4.2293
H 2.3079 2.3231 4.9918
H 2.1739 1.3688 3.4265
H 2.9180 -0.6180 4.3488
H 1.3326 -0.0450 4.9438
H 2.6675 0.6933 6.8480
H 4.4529 1.6815 5.1079
C -2.1354 5.4176 2.8355
C -1.4653 4.0596 2.6954
O -0.1545 3.9945 3.2340
O -1.8024 6.1954 1.6747
H -1.7044 5.9328 3.6939
H -3.2159 5.3055 2.9255
H -1.4596 3.6396 1.6896
H -2.1341 3.3698 3.2101
H 0.3980 4.5901 2.7226
H -2.4688 6.8650 1.5041
```

Output
**Gap between HOMO and LUMO (spin up / spin down)**: 9.353 / 3.081 eV
**Energy**: -4302.1919 a.u.
**Largest force on an atom**: 0.1049 hartree/bohr
**Multiplicity**: 2
**Total charge**: +1